The following is a quantum chemistry calculation of 8 unconnected molecules or ions with the total composition C29H37N7O3 in a non-equilibrium geometry, from the OMol25 dataset.

XYZ file:
```
76
C29H37N7O3, DFT the ωB97M-V functional and the def2-TZVPD basis
C 12.296 11.609 9.321
O 12.811 12.854 9.347
O 12.870 10.737 8.576
O 11.153 11.408 9.936
C 7.620 9.345 10.604
C 7.779 10.685 9.827
C 7.857 11.826 10.870
C 6.853 11.784 11.914
N 6.075 11.549 12.756
H 6.549 9.235 10.999
H 8.392 9.286 11.384
H 7.741 8.598 9.818
H 6.855 10.827 9.208
H 8.619 10.645 9.174
H 7.988 12.836 10.478
H 8.775 11.710 11.382
N 15.340 13.283 9.082
C 16.181 14.321 9.356
C 17.473 13.985 9.115
C 17.439 12.637 8.676
C 16.110 12.258 8.612
H 14.246 13.121 9.096
H 15.771 15.212 9.673
H 18.305 14.682 9.213
H 18.224 12.027 8.369
H 15.651 11.288 8.291
N 11.968 15.162 10.671
C 12.172 16.479 10.741
C 11.382 17.005 11.779
C 10.660 15.864 12.297
C 11.053 14.728 11.612
H 12.346 14.450 10.074
H 12.695 17.111 10.094
H 11.539 17.971 12.269
H 9.783 15.971 12.884
H 10.732 13.709 11.514
N 11.124 13.951 7.262
C 10.091 14.637 7.849
C 9.363 15.282 6.839
C 10.085 15.019 5.617
C 11.136 14.184 5.928
H 11.953 13.697 7.779
H 9.936 14.588 8.878
H 8.477 15.849 6.831
H 9.806 15.275 4.581
H 11.926 13.862 5.312
N 12.179 11.426 12.496
C 13.560 11.226 12.589
C 13.848 11.058 13.889
C 12.615 11.170 14.665
C 11.655 11.395 13.770
H 11.630 11.546 11.614
H 14.198 11.064 11.723
H 14.844 10.928 14.280
H 12.443 11.190 15.675
H 10.628 11.334 13.985
N 13.144 8.217 9.417
C 14.370 7.677 9.617
C 14.255 6.380 9.953
C 12.882 6.093 10.001
C 12.273 7.246 9.623
H 12.993 9.216 9.070
H 15.266 8.299 9.614
H 15.133 5.746 10.147
H 12.419 5.197 10.249
H 11.229 7.449 9.601
N 10.331 9.691 7.148
C 9.338 10.527 6.709
C 8.430 9.783 5.938
C 8.930 8.398 5.903
C 10.010 8.422 6.743
H 11.089 10.006 7.750
H 9.333 11.574 6.803
H 7.552 10.183 5.476
H 8.495 7.504 5.529
H 10.609 7.551 7.144
```

Largest force on an atom: 3.18 eV Å⁻¹
Total charge: -2
Electronic energy: -1736.30702 a.u.
Kohn-Sham gap: 0.28820 hartree

=====

The following is a quantum chemistry calculation of a molecular structure, C29H38Cl2N4P2Zn in a non-equilibrium geometry, from the OMol25 dataset.

XYZ file:
```
76
C29H38Cl2N4P2Zn, DFT the ωB97M-V functional and the def2-TZVPD basis
Zn 0.038 0.310 -0.396
C -0.749 -3.726 0.710
C -1.648 -3.144 -0.363
C -1.121 -3.496 -1.792
P -1.827 -1.316 -0.277
C -3.298 -0.967 -1.303
C -4.406 -1.995 -1.228
C -3.817 0.427 -0.932
C -2.115 -0.871 1.438
C -3.211 -1.434 2.111
C -3.617 -0.978 3.368
C -2.836 -0.029 4.034
C -1.659 0.403 3.436
C -1.212 -0.029 2.166
N -0.011 0.325 1.589
C 1.148 0.534 2.358
C 1.240 0.410 3.771
C 2.274 1.028 4.465
C 3.376 1.510 3.788
C 3.389 1.530 2.368
C 2.331 0.970 1.646
P 2.376 0.562 -0.100
C 3.410 -0.920 -0.443
C 2.772 -2.125 0.212
C 4.905 -0.788 -0.159
C 3.304 1.877 -1.074
C 3.284 1.610 -2.569
C 2.829 3.306 -0.744
H -0.928 -4.809 0.856
H -0.934 -3.273 1.687
H 0.321 -3.557 0.434
H -2.654 -3.540 -0.239
H -0.053 -3.197 -1.916
H -1.693 -3.030 -2.585
H -1.183 -4.598 -1.981
H -2.946 -0.964 -2.321
H -4.793 -2.194 -0.217
H -4.160 -2.933 -1.696
H -5.248 -1.610 -1.856
H -4.222 0.466 0.104
H -4.638 0.713 -1.591
H -3.018 1.214 -0.956
H -3.786 -2.244 1.643
H -4.549 -1.324 3.767
H -3.061 0.221 5.083
H -1.071 1.170 3.950
H 0.547 -0.249 4.260
H 2.210 1.085 5.543
H 4.283 1.828 4.297
H 4.247 1.982 1.870
H 3.321 -1.013 -1.524
H 2.949 -2.168 1.309
H 3.128 -3.043 -0.252
H 1.669 -2.052 0.119
H 5.079 -0.400 0.849
H 5.414 -0.195 -0.940
H 5.369 -1.793 -0.174
H 4.356 1.798 -0.784
H 2.257 1.430 -2.981
H 3.917 0.746 -2.839
H 3.743 2.486 -3.047
H 1.772 3.477 -0.981
H 3.460 4.013 -1.337
H 2.996 3.532 0.333
N -0.326 1.040 -2.232
C -0.461 1.157 -3.398
C -0.864 1.242 -4.707
C -0.319 2.157 -5.622
N 0.139 2.785 -6.473
C -1.790 0.249 -5.090
N -2.507 -0.592 -5.463
Cl -0.784 3.324 0.542
C -2.272 4.327 0.083
Cl -3.643 3.918 1.070
H -2.479 4.093 -0.977
H -1.949 5.342 0.295
```

Largest force on an atom: 2.40 eV Å⁻¹
Energy relative to the best compared isomer or geometry (same formula, charge and spin): 9.5 kcal per mole
Total charge: 0
Electronic energy: -4729.27984 a.u.
Kohn-Sham gap: 0.27685 hartree